{"formula": "C5H10OPSr", "method": "ωB97M-V/def2-TZVPD", "de_lowest_kj_mol": 3.2, "largest_force_ev_per_a": 2.4, "charge": -1, "orbital_gap_ha": 0.1435, "elements": ["C", "C", "C", "C", "C", "Sr", "P", "H", "H", "H", "H", "H", "H", "H", "H", "O", "H", "H"], "xyz": [[-0.284, 1.373, -0.058], [-0.691, 2.361, 0.887], [-2.012, 2.771, 0.552], [-2.429, 2.050, -0.602], [-1.370, 1.179, -0.989], [0.711, -1.715, -1.668], [2.874, -1.242, 0.227], [0.707, 0.903, -0.126], [-0.091, 2.725, 1.718], [-2.590, 3.526, 1.082], [-1.333, 0.559, -1.898], [-3.392, 2.154, -1.100], [3.045, -1.946, 1.482], [3.175, 0.061, 0.797], [4.210, -1.479, -0.275], [-0.915, -1.713, 0.093], [-1.458, -0.919, 0.308], [-1.162, -2.404, 0.743]], "forces_ev_per_angstrom": [[-0.76, 0.23, -0.30], [-0.30, -0.46, -0.61], [0.47, -0.50, -0.37], [0.53, -0.08, 0.40], [0.36, 0.29, 0.55], [-0.58, -0.29, -1.40], [1.75, 0.61, 1.53], [-0.34, 0.26, 0.12], [-0.12, -0.04, -0.15], [0.08, -0.21, -0.11], [-0.14, 0.35, 0.41], [0.25, -0.04, 0.08], [-0.07, 0.15, -0.58], [-0.08, -0.47, -0.31], [-0.74, 0.06, 0.29], [-1.02, -0.29, 1.30], [0.48, 0.09, -0.32], [0.23, 0.35, -0.54]]}


{"formula": "C4H6N2S", "method": "ωB97M-V/def2-TZVPD", "de_lowest_kj_mol": 444.1, "largest_force_ev_per_a": 5.1, "orbital_gap_ha": 0.3253, "elements": ["C", "C", "C", "N", "C", "N", "S", "H", "H", "H", "H", "H", "H"], "xyz": [[-0.479, 1.960, 0.030], [0.405, 0.954, -0.006], [1.952, 0.530, -0.058], [2.063, -0.868, 0.049], [0.829, -1.280, 0.021], [-0.232, -0.359, 0.145], [-1.868, -0.557, -0.092], [-1.677, 1.412, 0.015], [-0.359, 3.129, -0.350], [2.449, 0.959, 0.765], [2.317, 0.798, -0.966], [0.393, -2.235, -0.240], [-2.283, 0.460, 0.962]], "forces_ev_per_angstrom": [[-2.07, 1.74, -1.98], [-0.65, -0.96, 0.67], [-2.88, 1.44, 2.15], [-3.35, -2.35, -0.73], [-0.41, -0.37, -0.03], [2.67, 1.25, -0.52], [-0.94, 0.38, 1.78], [3.96, 3.25, -0.36], [-0.05, -3.45, 1.51], [0.82, 1.12, 0.73], [1.45, 1.24, -2.52], [0.96, -0.79, 0.61], [0.51, -2.50, -1.33]]}


{"formula": "C3H7PS2", "method": "ωB97M-V/def2-TZVPD", "de_lowest_kj_mol": 332.2, "largest_force_ev_per_a": 3.9, "orbital_gap_ha": [0.2564, 0.2564], "elements": ["C", "P", "C", "S", "C", "S", "H", "H", "H", "H", "H", "H", "H"], "xyz": [[-1.496, -0.307, -0.737], [0.279, -0.252, -0.469], [0.694, -0.768, -2.278], [2.147, -1.199, -2.776], [0.378, -0.007, 1.469], [0.468, 1.746, 2.082], [-2.262, 0.442, -0.350], [-1.967, -1.258, -0.572], [-1.696, -0.362, -1.882], [0.713, 1.189, -0.740], [1.311, -0.519, 1.644], [-0.380, -0.415, 2.067], [1.811, 1.710, 2.542]], "forces_ev_per_angstrom": [[-2.91, 0.78, -2.55], [-0.72, 2.74, 1.15], [2.35, -0.46, -0.72], [-1.07, 0.04, -0.05], [1.32, 1.10, -1.16], [1.79, -0.65, 0.11], [1.56, -0.60, -0.14], [0.28, -0.86, 1.10], [0.69, 0.82, 1.75], [-0.73, -1.93, 0.16], [0.26, 0.04, 0.66], [-1.16, -1.10, 0.31], [-1.67, 0.07, -0.61]]}


{"formula": "C18H34N4O6SeSiW", "method": "ωB97M-V/def2-TZVPD", "de_lowest_kj_mol": 8.8, "largest_force_ev_per_a": 1.8, "charge": 2, "orbital_gap_ha": 0.2618, "elements": ["W", "O", "C", "C", "N", "C", "C", "O", "O", "C", "C", "O", "O", "H", "H", "H", "H", "H", "H", "H", "H", "H", "N", "C", "C", "C", "C", "N", "H", "H", "H", "H", "H", "H", "H", "H", "H", "H", "H", "H", "C", "Si", "C", "C", "O", "H", "H", "H", "H", "H", "H", "H", "H", "H", "Se", "C", "C", "C", "N", "C", "C", "H", "H", "H", "H"], "xyz": [[0.178, -0.378, 0.284], [1.711, 0.747, -1.589], [2.242, -0.135, -2.588], [1.143, -1.075, -3.025], [0.589, -1.819, -1.875], [1.564, -2.825, -1.404], [1.956, -2.537, 0.016], [2.208, -3.298, 0.887], [1.928, -1.164, 0.202], [-0.724, -2.429, -2.123], [-1.562, -2.306, -0.864], [-2.739, -2.337, -0.751], [-0.714, -2.103, 0.225], [2.347, 1.437, -1.374], [3.104, -0.673, -2.186], [2.575, 0.433, -3.459], [0.344, -0.517, -3.489], [1.536, -1.774, -3.770], [2.467, -2.793, -2.016], [1.160, -3.834, -1.455], [-0.646, -3.484, -2.392], [-1.231, -1.920, -2.937], [0.597, -1.142, 2.387], [-0.070, -2.307, 3.064], [-0.981, -1.830, 4.177], [-2.211, -1.071, 3.696], [-1.943, 0.226, 2.939], [-1.732, 0.052, 1.461], [1.582, -1.377, 2.276], [0.574, -0.335, 3.005], [0.713, -2.959, 3.446], [-0.622, -2.869, 2.314], [-0.414, -1.208, 4.879], [-1.296, -2.705, 4.747], [-2.819, -0.804, 4.561], [-2.842, -1.724, 3.084], [-1.100, 0.786, 3.349], [-2.815, 0.873, 3.031], [-2.055, 0.923, 1.044], [-2.397, -0.649, 1.122], [-0.271, 3.743, 1.684], [1.254, 2.699, 1.768], [1.827, 2.298, 3.479], [2.612, 3.253, 0.642], [0.750, 1.159, 1.091], [-0.004, 4.802, 1.672], [-0.930, 3.585, 2.540], [-0.834, 3.551, 0.767], [2.283, 3.181, 3.934], [2.591, 1.517, 3.479], [1.009, 1.999, 4.139], [3.101, 4.137, 1.060], [2.231, 3.541, -0.342], [3.386, 2.489, 0.531], [-1.330, 0.951, -1.128], [-1.488, 0.892, -3.041], [-2.494, 0.143, -3.632], [-2.655, 0.258, -5.010], [-1.915, 1.053, -5.773], [-0.994, 1.803, -5.179], [-0.738, 1.768, -3.813], [-3.158, -0.484, -3.050], [-3.426, -0.313, -5.515], [-0.429, 2.469, -5.822], [0.017, 2.407, -3.377]], "forces_ev_per_angstrom": [[1.76, 0.41, -0.09], [-0.52, -0.19, -0.20], [0.14, 0.01, 0.06], [0.03, -0.04, -0.05], [-0.03, 0.19, 0.26], [0.03, -0.22, -0.02], [-0.06, 0.29, 0.09], [0.18, 0.05, -0.04], [-0.09, -0.36, 0.38], [-0.16, -0.03, -0.14], [0.45, -0.11, 0.22], [0.03, -0.09, -0.04], [-0.43, 0.43, -0.02], [0.08, 0.02, 0.16], [0.00, 0.01, 0.00], [-0.01, 0.04, 0.03], [-0.13, 0.11, -0.07], [0.02, 0.02, 0.02], [0.01, -0.06, 0.03], [0.01, 0.01, -0.02], [-0.04, 0.02, -0.03], [-0.06, 0.05, -0.03], [-0.17, -0.28, -0.08], [-0.06, 0.05, 0.03], [0.01, -0.03, -0.02], [0.01, 0.02, 0.01], [-0.04, -0.04, 0.01], [-0.07, 0.09, 0.09], [0.01, 0.04, 0.04], [0.02, 0.00, 0.01], [0.02, 0.04, 0.03], [0.00, 0.00, 0.01], [0.03, -0.01, 0.00], [-0.04, 0.01, -0.01], [0.02, -0.03, 0.03], [-0.01, 0.02, -0.02], [0.01, 0.00, 0.00], [0.00, 0.00, 0.02], [-0.13, 0.01, 0.10], [-0.01, 0.00, 0.04], [-0.02, 0.00, -0.02], [-0.13, -0.22, -0.09], [0.03, -0.03, 0.02], [0.03, -0.01, -0.04], [0.05, -0.52, -0.14], [0.01, 0.00, 0.03], [-0.01, -0.02, -0.01], [0.01, 0.02, -0.01], [-0.01, 0.02, 0.00], [0.00, 0.00, 0.01], [0.00, -0.01, 0.00], [0.00, 0.01, -0.01], [-0.01, 0.00, 0.00], [0.00, 0.00, 0.01], [-0.95, 0.34, -0.59], [0.12, 0.15, -0.20], [0.00, -0.02, 0.17], [-0.03, -0.03, -0.05], [-0.03, -0.01, 0.04], [0.07, 0.04, -0.03], [0.04, -0.09, 0.09], [0.02, -0.04, -0.01], [0.00, -0.01, 0.02], [0.00, 0.00, 0.01], [0.02, -0.01, -0.01]]}


{"formula": "C33H37GeN4OP2PtSe", "method": "ωB97M-V/def2-TZVPD", "largest_force_ev_per_a": 0.8, "charge": 3, "orbital_gap_ha": 0.2313, "elements": ["Pt", "N", "P", "C", "C", "C", "C", "C", "C", "C", "C", "C", "C", "C", "C", "P", "C", "C", "C", "C", "C", "C", "C", "C", "C", "C", "C", "C", "H", "H", "H", "H", "H", "H", "H", "H", "H", "H", "H", "H", "H", "H", "H", "H", "H", "H", "H", "H", "H", "C", "Ge", "C", "C", "C", "Se", "C", "H", "H", "H", "H", "H", "H", "H", "H", "H", "H", "H", "H", "H", "H", "N", "C", "O", "C", "C", "N", "C", "N", "H", "H"], "xyz": [[0.577, -0.425, -0.674], [-1.398, 1.233, 0.744], [-0.875, -0.342, 1.104], [-0.319, -0.347, 2.798], [0.739, -1.168, 3.179], [1.153, -1.185, 4.503], [0.511, -0.388, 5.439], [-0.551, 0.429, 5.063], [-0.971, 0.453, 3.745], [-2.190, -1.657, 1.109], [-2.378, -2.255, -0.098], [-3.448, -4.585, 0.402], [-3.915, -4.326, 1.788], [-3.499, -3.212, 2.659], [-2.713, -2.163, 2.375], [-0.539, 1.513, -0.724], [0.092, 3.187, -0.601], [1.145, 3.621, -1.397], [1.538, 4.949, -1.376], [0.876, 5.853, -0.557], [-0.192, 5.432, 0.224], [-0.592, 4.106, 0.202], [-1.779, 1.501, -2.019], [-1.370, 1.510, -3.352], [-2.307, 1.637, -4.364], [-3.654, 1.761, -4.044], [-4.062, 1.750, -2.717], [-3.130, 1.614, -1.698], [-1.360, 1.946, 1.464], [1.242, -1.793, 2.453], [1.979, -1.816, 4.802], [0.839, -0.397, 6.469], [-1.048, 1.046, 5.799], [-1.803, 1.091, 3.465], [-2.344, -1.980, -2.027], [-3.403, -5.631, 0.120], [-4.197, -5.226, 2.321], [-3.834, -3.319, 3.682], [-2.492, -1.526, 3.223], [1.659, 2.927, -2.042], [2.357, 5.280, -1.999], [1.185, 6.889, -0.534], [-0.723, 6.140, 0.845], [-1.460, 3.829, 0.787], [-0.321, 1.431, -3.609], [-1.990, 1.653, -5.397], [-4.386, 1.875, -4.832], [-5.110, 1.863, -2.473], [-3.451, 1.612, -0.665], [3.856, -1.231, 1.226], [4.580, 0.097, -0.007], [6.508, 0.262, -0.081], [3.682, 1.800, 0.283], [4.062, -0.675, -1.776], [2.274, -0.532, -2.549], [2.566, 1.099, -3.551], [3.942, -0.919, 2.267], [4.353, -2.195, 1.113], [2.795, -1.360, 0.991], [6.913, 0.558, 0.886], [6.778, 1.025, -0.811], [6.973, -0.680, -0.368], [3.955, 2.191, 1.265], [2.597, 1.676, 0.266], [3.966, 2.549, -0.456], [4.206, -1.755, -1.710], [4.706, -0.310, -2.578], [3.031, 1.843, -2.914], [1.620, 1.442, -3.958], [3.237, 0.837, -4.365], [-4.852, -4.109, 0.615], [-2.493, -3.714, -0.305], [-2.194, -1.509, -1.195], [-1.505, -4.298, -1.052], [-1.524, -5.663, -1.464], [-1.592, -6.750, -1.827], [-0.313, -3.500, -1.204], [0.477, -2.668, -1.150], [-5.617, -4.762, 0.455], [-5.074, -3.143, 0.387]], "forces_ev_per_angstrom": [[0.19, -0.31, -0.47], [0.20, -0.21, -0.31], [-0.24, 0.11, -0.01], [0.13, 0.10, -0.02], [-0.06, -0.05, 0.04], [-0.01, 0.00, -0.01], [0.00, 0.01, 0.02], [-0.01, -0.01, 0.01], [0.06, 0.04, -0.05], [0.17, -0.10, -0.14], [-0.07, 0.08, -0.01], [-0.35, -0.07, -0.32], [0.09, -0.03, 0.18], [0.07, 0.03, -0.05], [-0.08, -0.02, 0.01], [-0.27, 0.42, 0.57], [-0.01, -0.05, 0.12], [0.05, -0.05, -0.05], [-0.01, 0.00, 0.01], [0.00, -0.01, 0.00], [0.00, 0.01, 0.01], [0.00, 0.00, -0.03], [0.09, -0.01, -0.07], [0.00, -0.03, -0.02], [0.00, -0.01, 0.02], [-0.01, 0.00, 0.00], [-0.02, -0.02, -0.01], [0.03, 0.03, -0.02], [-0.26, -0.02, 0.05], [0.03, -0.02, -0.04], [0.00, 0.00, 0.00], [0.00, 0.00, 0.00], [0.00, 0.01, 0.00], [-0.01, -0.01, 0.02], [0.05, -0.03, 0.01], [-0.08, 0.02, -0.10], [-0.04, 0.02, -0.01], [0.04, -0.02, 0.01], [0.02, -0.02, 0.02], [0.02, -0.04, 0.02], [0.01, 0.00, 0.00], [0.00, 0.01, -0.01], [0.00, 0.00, 0.01], [-0.01, -0.03, 0.01], [-0.05, 0.01, 0.03], [0.00, 0.00, -0.01], [0.00, 0.01, 0.00], [0.00, -0.01, 0.00], [0.00, 0.02, 0.01], [0.06, -0.02, 0.07], [-0.15, 0.07, -0.08], [0.02, -0.06, 0.05], [-0.01, 0.02, 0.04], [-0.05, -0.18, -0.01], [-0.11, 0.16, -0.14], [0.09, 0.03, 0.05], [-0.01, 0.02, 0.00], [0.01, 0.01, -0.01], [-0.04, -0.02, 0.00], [-0.03, 0.01, 0.01], [0.03, -0.01, 0.00], [0.00, 0.00, -0.01], [0.01, 0.00, 0.00], [-0.01, 0.02, -0.01], [0.00, 0.00, -0.02], [0.11, 0.01, -0.04], [-0.02, -0.02, -0.03], [0.02, 0.03, -0.02], [0.08, 0.06, -0.01], [-0.02, -0.04, 0.00], [0.13, 0.12, 0.05], [0.31, -0.12, -0.07], [-0.17, 0.09, 0.01], [0.06, 0.15, 0.53], [0.06, -0.06, -0.06], [-0.01, -0.02, 0.07], [-0.07, 0.17, -0.22], [0.05, -0.09, 0.44], [0.02, -0.01, 0.04], [-0.01, -0.01, -0.01]]}


{"formula": "C27H44BrNOOsP2S", "method": "ωB97M-V/def2-TZVPD", "largest_force_ev_per_a": 6.3, "charge": 4, "orbital_gap_ha": [0.2267, 0.1253], "multiplicity": 5, "elements": ["C", "C", "C", "C", "N", "C", "C", "C", "C", "C", "C", "C", "C", "C", "Os", "P", "H", "H", "H", "H", "H", "H", "H", "H", "C", "C", "H", "H", "H", "H", "H", "C", "C", "H", "H", "H", "H", "H", "C", "C", "H", "H", "H", "H", "H", "Br", "P", "C", "C", "H", "H", "H", "H", "H", "C", "C", "H", "H", "H", "H", "H", "C", "C", "H", "H", "H", "H", "H", "C", "S", "C", "O", "H", "H", "H", "H", "H", "H"], "xyz": [[2.517, -0.978, -7.203], [3.663, -0.581, -6.453], [4.914, -0.656, -7.106], [4.978, -1.303, -8.343], [3.904, -1.776, -8.989], [2.697, -1.602, -8.433], [3.499, -0.244, -5.098], [2.806, -0.359, -4.036], [2.246, -1.138, -2.928], [1.081, -0.475, -2.388], [0.347, -1.189, -1.337], [0.740, -2.450, -0.902], [1.805, -3.100, -1.584], [2.478, -2.513, -2.654], [2.680, 0.741, -2.507], [1.585, 2.519, -1.534], [5.833, -0.326, -6.644], [1.515, -0.909, -6.781], [5.933, -1.479, -8.851], [1.837, -1.998, -8.985], [3.212, -3.056, -3.277], [0.382, 0.075, -3.068], [2.035, -4.111, -1.273], [-0.580, -0.701, -1.055], [1.069, 2.340, 0.221], [1.576, 3.453, 1.114], [1.424, 1.347, 0.540], [-0.033, 2.265, 0.229], [1.235, 3.263, 2.139], [2.671, 3.499, 1.133], [1.191, 4.431, 0.800], [2.934, 3.708, -1.924], [3.263, 3.518, -3.407], [3.814, 3.497, -1.292], [2.572, 4.720, -1.695], [4.267, 3.908, -3.614], [3.267, 2.433, -3.695], [2.545, 4.049, -4.052], [0.105, 3.328, -2.259], [-0.179, 4.721, -1.704], [-0.727, 2.643, -2.044], [0.250, 3.353, -3.347], [-0.908, 5.224, -2.346], [-0.600, 4.683, -0.696], [0.705, 5.365, -1.669], [-0.136, -3.357, 0.471], [4.966, -0.225, 0.586], [4.372, 1.494, 0.825], [5.086, 2.249, 1.951], [3.292, 1.424, 1.013], [4.512, 2.008, -0.141], [4.822, 3.314, 1.910], [4.796, 1.866, 2.940], [6.174, 2.156, 1.837], [3.736, -1.244, 1.532], [4.455, -2.304, 2.371], [3.022, -1.704, 0.837], [3.167, -0.565, 2.184], [3.754, -2.823, 3.032], [4.935, -3.051, 1.731], [5.228, -1.839, 2.991], [4.857, -0.669, -1.171], [6.221, -0.949, -1.827], [4.337, 0.216, -1.710], [4.195, -1.549, -1.246], [6.055, -1.408, -2.812], [6.768, -0.009, -1.979], [6.823, -1.631, -1.207], [-4.104, 1.740, 0.486], [-2.809, 0.502, 0.396], [-3.517, -0.609, -0.825], [-1.654, 1.179, -0.287], [-5.060, 1.242, 0.668], [-4.111, 2.313, -0.447], [-3.856, 2.390, 1.332], [-3.378, -0.171, -1.822], [-2.992, -1.570, -0.755], [-4.579, -0.757, -0.601]], "forces_ev_per_angstrom": [[0.83, -0.31, 0.09], [0.56, -0.12, -0.99], [-0.79, -0.71, -0.39], [1.35, -0.57, -1.61], [-0.41, 2.25, 4.11], [-1.14, -0.86, -1.47], [-1.84, -0.65, 0.39], [1.22, -2.07, -3.96], [-1.41, -2.08, -1.94], [-2.98, -1.16, -0.07], [0.70, -0.57, -0.01], [-0.15, 2.25, -0.76], [0.98, 0.01, -1.26], [0.32, -0.86, 1.66], [1.93, 5.03, 3.22], [-0.86, 1.08, 0.55], [0.04, -0.05, -0.12], [0.23, -0.04, -0.30], [-0.13, 0.20, 0.24], [0.21, 0.18, 0.15], [-0.44, 0.21, 0.64], [0.47, -0.47, 0.40], [0.02, -0.11, -0.27], [0.22, -0.43, 0.27], [0.20, -0.38, -0.19], [-0.02, 0.24, 0.51], [-0.12, 0.25, 0.06], [0.72, 0.31, -0.08], [0.13, 0.21, -0.15], [-0.28, 0.12, -0.02], [0.15, -0.22, 0.14], [-0.28, 0.28, 1.09], [0.30, 0.28, 0.12], [-0.41, 0.23, -0.26], [0.48, -0.17, -0.12], [-0.25, -0.14, -0.08], [0.10, 0.20, -0.28], [0.23, -0.50, 0.11], [0.20, -0.62, -0.50], [-0.14, 0.27, 0.12], [0.10, 0.18, -0.24], [-0.14, 0.02, 0.16], [0.09, -0.09, 0.11], [0.06, -0.02, -0.10], [-0.19, -0.10, -0.07], [-0.19, -0.01, 0.10], [-2.38, 0.27, 0.30], [0.64, 0.30, -0.36], [0.15, 0.05, 0.23], [0.36, -0.23, -0.05], [0.09, -0.17, 0.34], [0.12, -0.30, 0.06], [0.15, 0.10, -0.29], [-0.28, 0.17, 0.14], [0.51, -0.12, 0.39], [0.09, -0.28, 0.17], [0.23, 0.16, -0.17], [0.32, 0.02, -0.19], [0.11, 0.11, -0.16], [-0.04, 0.06, 0.13], [-0.13, -0.17, -0.01], [0.25, -0.35, -0.25], [-0.10, 0.28, -0.35], [0.90, -0.51, 0.56], [0.34, 0.35, 0.21], [0.15, 0.07, 0.31], [0.02, -0.36, 0.11], [-0.20, 0.22, -0.29], [-0.02, 0.67, 0.97], [-0.85, 0.81, -1.69], [0.28, -1.11, -0.10], [-0.47, -0.53, 0.61], [0.14, -0.08, 0.04], [0.11, -0.30, 0.04], [-0.17, -0.03, -0.16], [-0.02, 0.12, 0.36], [-0.16, 0.16, -0.06], [0.20, 0.09, 0.13]]}